Density functional theory data (the ωB97M-V functional and the def2-TZVPD basis) for the molecule C6H10N2 at a distorted geometry.

Last columns: bonded neighbours and bond lengths (Å).
Atoms and positions in Å:
1 N -1.494 -0.952 -1.005  C8 1.298, N14 1.430
2 C 1.874 -0.103 0.135  C4 1.442, H10 1.085, H15 1.172, H16 1.143
3 H -0.885 1.139 -2.918  C5 1.232
4 C 0.434 -0.117 0.200  C2 1.442, C9 1.456, C13 1.512, N14 1.529
5 C -0.457 1.025 -1.768  H3 1.232, N14 1.498, H17 1.277, H18 1.267
6 H 0.372 0.582 2.252  C13 1.056
7 H -1.151 1.128 1.283  C13 1.118
8 C -1.532 -1.338 0.234  N1 1.298, C9 1.581, H11 1.149
9 C -0.306 -0.938 1.148  C4 1.456, C8 1.581, H12 1.065, C13 1.436
10 H 2.208 0.765 -0.424  C2 1.085
11 H -2.352 -1.969 0.733  C8 1.149
12 H 0.122 -1.720 1.730  C9 1.065
13 C -0.255 0.473 1.410  C4 1.512, H6 1.056, H7 1.118, C9 1.436
14 N -0.219 -0.327 -1.167  N1 1.430, C4 1.529, C5 1.498
15 H 2.381 -1.031 -0.372  C2 1.172
16 H 2.145 0.006 1.240  C2 1.143
17 H 0.509 1.847 -1.631  C5 1.277
18 H -1.392 1.532 -1.080  C5 1.267

Results
Net charge ... 0
Energy ... -9360.0949 eV
Energy above the lowest of the compared OMol25 structures with the same formula, charge and spin ... 100.13 kcal/mol
HOMO-LUMO gap ... 9.764 eV
LUMO ... 1.00 eV